Record 1
Density functional theory data (ωB97M-V/def2-TZVPD) for a 2-piece molecular cluster, C34H58N2O4P overall at a distorted geometry.

Values from the calculation:
frontier orbital gap	7.99	eV
E_HOMO	-11.0	eV
total charge	+1
2S+1	1
LUMO	-0.111	Eh
largest force on an atom	1.977	eV Å⁻¹

Each line ends with the Löwdin charge.
Element x y z (Å)
C 1.10009 4.78700 2.84060  -0.0969
C 2.12897 4.92538 1.73493  -0.2386
C 2.27965 3.61518 0.95123  -0.1990
C 2.03162 3.80414 -0.52907  -0.1965
N 2.06650 2.58338 -1.35222  0.0152
N 2.68472 1.46315 -0.77780  -0.0194
C 4.01459 1.36646 -0.91975  -0.3023
P 4.89221 2.71182 -1.81639  1.0046
C 6.62451 2.68394 -1.24269  -0.2777
C 4.84089 2.11857 -3.56834  -0.4021
C 6.10496 2.42903 -4.34847  -0.1543
C 4.66029 0.28557 -0.42265  0.0028
C 3.97708 -0.70011 0.24431  -0.1609
C 4.73008 -1.86977 0.77574  0.0018
C 2.60860 -0.58576 0.38185  -0.0979
C 1.82344 -1.61767 1.11823  -0.0720
C 1.68968 -1.17402 2.57187  -0.4107
C 0.79589 -2.09643 3.39928  -0.0143
O 2.98934 -1.07606 3.13967  -0.0253
C 1.97261 0.50125 -0.15651  -0.1049
C 0.49025 0.67625 -0.08899  -0.1106
C -0.15840 0.17705 -1.39136  -0.1471
C -1.68082 0.23065 -1.32389  -0.1836
C -2.27130 1.49761 -1.92111  -0.1696
C -1.58224 2.78651 -1.48925  -0.1831
C -2.18645 3.51956 -0.28069  -0.1782
C -2.90994 2.60467 0.71696  -0.1999
C -4.41679 2.47976 0.45106  -0.1793
C -5.07974 1.08685 0.52964  -0.1955
C -4.57053 0.08168 1.54650  -0.1771
C -5.38915 -1.20339 1.37531  -0.2302
O -4.92774 -2.00744 0.30096  -0.1904
C -3.96774 -2.99350 0.62905  -0.0996
H 0.84100 5.74113 3.27393  0.0745
H 0.21545 4.26265 2.50479  0.0599
H 1.55123 4.20702 3.63766  0.0767
H 3.07994 5.17873 2.17926  0.1062
H 1.87259 5.72946 1.05290  0.1070
H 3.23319 3.14296 1.15939  0.1087
H 1.53773 2.92373 1.33887  0.0895
H 1.03252 4.21265 -0.63367  0.1150
H 2.72071 4.54941 -0.90133  0.0921
H 1.17026 2.33925 -1.73289  0.0823
H 7.19136 3.26030 -1.95708  0.0362
H 6.66792 3.21351 -0.30231  0.0378
H 7.07076 1.70976 -1.08209  0.0338
H 3.94190 2.49932 -4.03016  0.0690
H 4.74509 1.03746 -3.53653  0.0726
H 6.22260 3.47874 -4.57546  0.0765
H 6.06002 1.89416 -5.28784  0.0752
H 6.97699 2.05738 -3.83158  0.0581
H 5.71849 0.22015 -0.56089  0.1061
H 5.77889 -1.70280 0.58035  0.0873
H 4.42217 -2.76162 0.24403  0.1054
H 4.59009 -1.96239 1.83973  0.0835
H 2.36900 -2.54350 1.12838  0.1270
H 0.84073 -1.74204 0.70086  0.1200
H 1.24521 -0.17590 2.57825  0.1348
H 0.17245 -2.70150 2.76053  0.0773
H 0.19151 -1.50043 4.07113  0.0809
H 1.39914 -2.74645 4.01394  0.0861
H 2.92467 -0.58081 3.95792  0.1074
H 0.08480 0.14941 0.75820  0.1130
H 0.30770 1.73103 0.06824  0.0946
H 0.15917 0.80706 -2.21766  0.1132
H 0.17424 -0.83896 -1.55870  0.1217
H -2.05185 -0.60151 -1.91070  0.1165
H -2.03870 0.03283 -0.32199  0.0857
H -2.16055 1.42099 -2.99723  0.1165
H -3.33546 1.52768 -1.75345  0.0991
H -1.63789 3.46493 -2.33022  0.1146
H -0.52513 2.65012 -1.28996  0.0437
H -2.84207 4.33525 -0.55849  0.1130
H -1.35425 3.96080 0.25713  0.0843
H -2.38395 1.66228 0.74454  0.0741
H -2.79151 3.04090 1.70242  0.1071
H -4.59005 2.83128 -0.55919  0.0985
H -4.94485 3.16032 1.10465  0.1092
H -6.11345 1.26517 0.80303  0.1096
H -5.10672 0.58668 -0.43299  0.1095
H -4.64605 0.43647 2.56938  0.1197
H -3.53900 -0.20132 1.37827  0.0875
H -6.38527 -0.89594 1.08007  0.1173
H -5.48789 -1.75700 2.30505  0.1208
H -3.23574 -3.00923 -0.17075  0.0802
H -3.50107 -2.75716 1.57870  0.0841
H -4.43647 -3.97140 0.66917  0.0743
C -2.84382 -8.57980 -0.31044  0.0179
C -3.93027 -9.34066 -0.40467  0.0263
C -5.23898 -8.76796 -0.81705  -0.3830
O -6.22796 -9.45699 -0.90220  0.1200
C -5.28388 -7.31237 -1.12063  0.0290
C -4.19510 -6.55492 -1.02390  0.0084
C -2.89344 -7.13000 -0.61354  -0.3898
O -1.90137 -6.43409 -0.53085  0.0893
H -1.88127 -8.97561 -0.01220  0.1219
H -3.91793 -10.40125 -0.18909  0.1244
H -6.24497 -6.91451 -1.42028  0.1247
H -4.20776 -5.49413 -1.24078  0.1090

Atoms 1-6, force components in eV/Å:
C 0.5 0.0 0.2
C 0.0 -0.2 -0.2
C -0.3 -0.2 0.3
C -0.1 0.1 0.4
N 0.5 0.2 -0.2
N -0.2 0.1 -0.3

***

Record 2
Density functional theory data (ωB97M-V/def2-TZVPD) for a 12-piece molecular cluster, C34H58N8O4S4 overall at a distorted geometry.

Values from the calculation:
frontier orbital gap (alpha / beta)	1.75 / 7.81	eV
E_HOMO (alpha / beta)	0.1 / -6.0	eV
total charge	-1
2S+1	2
LUMO (alpha / beta)	0.069 / 0.068	Eh
largest force on an atom	3.614	eV Å⁻¹

Each line ends with the Löwdin spin population.
Element x y z (Å)
C -2.99664 -3.69231 -2.46340  0.0001
S -3.99132 -3.44003 -0.96325  0.0002
O -3.89645 -4.65969 -0.04369  0.0002
C -3.04283 -2.11482 -0.30090  0.0002
H -2.85093 -2.75666 -3.00324  0.0000
H -3.51648 -4.41773 -3.08921  0.0000
H -1.97539 -4.02376 -2.27558  0.0001
H -3.08966 -1.27064 -0.98884  0.0001
H -2.00300 -2.34789 -0.07171  0.0001
H -3.49455 -1.74230 0.61849  0.0001
C -3.85004 -1.14248 5.54366  0.0006
S -2.42840 -0.99862 4.39540  0.0061
O -2.98987 -0.85017 2.98709  0.0005
C -1.94050 0.67233 4.96462  0.0013
H -4.41762 -2.04835 5.33071  0.0001
H -4.48736 -0.26747 5.41605  0.0001
H -3.51452 -1.20511 6.57884  0.0002
H -1.57676 0.61420 5.99049  0.0002
H -2.70274 1.45001 5.01266  0.0002
H -1.23937 1.02172 4.20671  0.0004
C 0.47202 -0.14124 -1.27591  0.0025
S 0.82110 0.88795 0.22505  0.0307
O -0.10637 2.10854 0.11644  0.0017
C 0.16029 -0.33874 1.38588  0.0068
H 0.73867 0.30850 -2.23232  0.0008
H -0.56815 -0.45902 -1.34786  0.0004
H 0.99334 -1.09080 -1.15486  0.0004
H -0.53044 -1.00225 0.86556  0.0003
H -0.27270 0.14449 2.26173  0.0005
H 1.00468 -0.95188 1.70080  0.0061
C -5.77929 1.27293 1.85189  0.0001
S -4.80370 1.18092 0.30820  0.0002
O -5.59163 1.87534 -0.78426  0.0001
C -3.46239 2.25419 0.94771  0.0005
H -5.24573 0.75417 2.64833  0.0000
H -6.69340 0.67923 1.85673  0.0000
H -5.97693 2.29226 2.18354  0.0000
H -3.38142 2.22205 2.03423  0.0002
H -3.67638 3.25499 0.57260  0.0000
H -2.59137 1.86982 0.41698  0.0002
C 2.09793 -0.83508 -5.76893  0.0023
C 2.96979 -2.02240 -5.75475  0.0015
N 3.63375 -2.96919 -5.78875  0.0017
H 1.18147 -0.96053 -6.34554  0.0002
H 2.65390 0.05941 -6.04981  0.0015
H 1.77843 -0.80497 -4.72725  0.0004
C 3.47602 -1.06880 3.76497  0.1246
C 2.52208 -0.84524 4.89255  0.0322
N 1.83349 -0.75930 5.80865  0.0027
H 3.52196 -0.15880 3.16673  0.0147
H 3.14008 -1.91370 3.16381  0.0308
H 4.49698 -1.34324 4.03036  0.0690
C -0.97854 3.73004 -2.65404  0.0030
C -1.44210 2.39190 -3.13448  0.0014
N -1.80983 1.36941 -3.45530  0.0003
H -1.61684 4.07501 -1.84061  0.0000
H -1.17631 4.37170 -3.51268  0.0003
H 0.07700 3.66367 -2.39036  0.0032
N -0.36278 5.48388 0.38490  0.0003
C 0.50771 6.28170 1.07918  0.0021
C 0.46515 7.61583 0.54449  0.0009
C -0.55473 7.59281 -0.39882  0.0002
C -1.13444 6.29708 -0.39785  0.0002
H -0.48236 4.48130 0.40993  0.0001
H 1.16790 5.82260 1.80013  0.0003
H 1.00428 8.47260 0.92089  0.0001
H -0.94598 8.41704 -0.97671  0.0000
H -1.87193 5.82808 -1.03231  0.0000
N 5.37680 -1.92112 -1.20797  0.0374
C 4.57863 -1.01268 -0.47702  0.1079
C 3.89694 -0.15030 -1.29510  0.0147
C 4.36084 -0.51645 -2.61612  0.0086
C 5.14799 -1.66476 -2.52802  0.0375
H 6.08068 -2.56993 -0.88597  0.0930
H 4.50946 -1.10205 0.59705  0.0495
H 3.12153 0.54963 -1.02078  0.0024
H 4.06827 0.03050 -3.50023  0.0025
H 5.41340 -2.39934 -3.27390  0.0089
N 3.35903 3.23121 2.73361  0.0099
C 2.01698 3.31656 2.64365  0.0047
C 1.45896 3.08688 3.90133  0.0023
C 2.51319 2.46821 4.66524  0.0034
C 3.66818 2.63094 3.88774  0.0285
H 3.99210 3.35149 1.95589  0.0237
H 1.62199 3.61706 1.68444  0.0017
H 0.42829 3.30244 4.14143  0.0004
H 2.40014 2.11851 5.68078  0.0007
H 4.65995 2.44961 4.27493  0.0172
N 2.20329 -4.29601 -0.17005  0.0184
C 1.66612 -3.80749 0.98303  0.0538
C 0.30352 -3.91099 0.92727  0.0042
C -0.04949 -4.60788 -0.33888  0.0016
C 1.17512 -4.74988 -1.00925  0.0136
H 3.17579 -4.28188 -0.44234  0.0520
H 2.30120 -3.35445 1.72991  0.0317
H -0.34872 -3.43876 1.64697  0.0016
H -1.06370 -4.87706 -0.59445  0.0004
H 1.38594 -5.18412 -1.97537  0.0052
N 0.47426 -3.96149 -4.29685  0.0009
C 0.24167 -2.75453 -3.70851  0.0006
C -0.80026 -2.21075 -4.42485  0.0002
C -1.08466 -3.06312 -5.43996  0.0002
C -0.30619 -4.16295 -5.33380  0.0009
H 1.05733 -4.70622 -3.94257  0.0026
H 0.70723 -2.34225 -2.82552  0.0003
H -1.38040 -1.31496 -4.25935  0.0000
H -1.88257 -2.90507 -6.15042  0.0000
H -0.10674 -5.06097 -5.89965  0.0003

Atoms 1-6, force components in eV/Å:
C 0.2 -0.1 0.0
S -0.3 -1.5 0.4
O 0.3 1.4 -1.2
C 0.5 1.0 0.7
H -0.5 0.1 0.1
H 0.0 0.1 0.1